This record from the OMol25 dataset describes a molecular structure, C37H44N9O4ReS2 in a non-equilibrium geometry. The level of theory is ωB97M-V with the def2-TZVPD basis set.

## Properties
Energy = -3103.9023 hartree
Lowest unoccupied orbital energy (spin up / spin down) = -9.74 / -9.47 eV

ORCA input file:
```
! RIJCOSX wB97M-V def2-TZVPD def2/J DEFGRID3
* xyz 3 2
Re 0.66356 -0.73163 1.06119
S -1.25900 -2.66636 3.37683
S 1.60409 -3.01890 0.50340
O -1.00492 -1.97889 4.59968
O -2.50314 -2.48248 2.69905
O 1.71494 0.10505 -0.38656
O -0.85828 -1.26970 -0.26757
N -1.65029 -2.53532 -3.03552
N -0.00080 -2.28076 2.26574
N -0.99037 3.10615 -2.76031
N 0.26574 4.67769 -1.38342
N -2.09929 4.31985 -0.96569
N 2.17878 -0.12268 2.30705
N 1.89193 -0.22196 -3.10825
N -0.48791 2.56042 -0.42636
N -0.71452 0.38891 2.12614
C -6.49284 -0.54138 0.15025
C 0.96735 1.20431 3.90863
C -0.47128 1.01890 3.47904
C -0.40101 -1.78673 -2.92583
C -4.11099 -0.06397 0.84839
C -3.03080 -1.60857 -1.17834
C 0.09804 -6.92048 2.97644
C -2.23539 3.76333 -2.31267
C 3.00259 0.50483 -0.45630
C 5.61693 1.65221 -0.65293
C 1.81159 -0.05804 3.74404
C -1.98692 0.39656 1.81953
C -1.00276 5.30238 -0.97288
C 1.23414 -0.57575 -4.38187
C 3.77911 0.72060 0.67648
C -0.85346 -6.65762 3.95713
C 0.56043 -3.37002 1.78133
C 4.86672 1.35646 -1.77837
C -1.75006 3.24911 -0.04964
C 6.98716 2.27630 -0.73314
C 0.08700 4.11701 -2.72397
C 3.59444 0.77166 -1.71156
C -0.80574 -4.36906 3.39289
C 0.15595 -4.61336 2.41382
C -1.32923 -5.36500 4.18169
C -4.99864 -0.69143 -0.00705
C 0.57114 3.59951 -0.45986
C 2.99505 0.42253 -2.96753
C -2.71637 -0.20833 0.76095
C 0.43805 -1.86352 -4.20151
C 3.29889 0.42325 2.00021
C 0.61750 -5.89721 2.19075
C -4.42579 -1.46653 -0.99102
C -0.65816 2.06719 -1.80129
C 5.05520 1.29078 0.55991
C -2.13003 -1.01403 -0.24175
C -2.71485 -2.41966 -2.30853
H 1.36980 -6.09797 1.43617
H 3.52497 0.68879 -3.87965
H 7.21779 2.60707 -1.74361
H -1.62750 3.66994 0.95338
H -6.82561 -0.95488 1.10326
H -0.88903 5.72286 0.02667
H -2.62600 0.93626 2.51761
H -1.24656 6.10530 -1.66625
H 0.94435 1.48732 4.96116
H -2.47663 4.56614 -3.00707
H -5.08570 -1.97959 -1.68563
H -2.07256 -5.16225 4.94280
H 0.28426 1.60653 -2.10898
H 1.02473 3.65317 -3.04574
H 0.44303 -7.93548 2.82832
H -1.23800 -7.46984 4.55853
H -0.97327 0.39554 4.21491
H 0.57751 0.24732 -4.67057
H 7.06479 3.13455 -0.06624
H 1.43912 2.02124 3.36005
H 1.98733 -0.69246 -5.15718
H -3.54183 -3.01586 -2.68159
H 1.11701 -2.71621 -4.15617
H 3.95018 0.72233 2.81889
H 1.23410 -0.93624 4.01945
H -0.18884 -1.99094 -5.08553
H -2.56386 2.52350 -0.03895
H 0.69097 4.00996 0.54553
H 7.75109 1.55786 -0.43078
H -3.04879 3.03381 -2.32298
H -0.96275 1.99079 3.46989
H 5.62726 1.45794 1.46857
H 1.41662 -0.45968 -2.24229
H -0.66569 -0.75254 -2.70297
H -1.70928 -3.19582 -3.80080
H -7.03203 -1.05309 -0.64531
H 0.14886 -2.18123 -2.07506
H -6.78363 0.51042 0.13243
H 5.28036 1.57072 -2.76067
H 1.51291 3.12841 -0.76380
H -4.51485 0.54746 1.65183
H -0.16189 4.91905 -3.41696
H 2.70730 -0.02905 4.36056
H -1.45356 1.31325 -1.80607
*
```


This record from the OMol25 dataset describes a single C2H4N2OS molecule in a non-equilibrium geometry. The level of theory is ωB97M-V with the def2-TZVPD basis set.

## Properties
Energy = -661.5542 hartree
Lowest unoccupied orbital energy = -0.02 eV
Structure (SMILES) = NC(=O)C(N)=S
Relative energy (zero: lowest compared OMol25 entry of this formula, charge and spin) = 19.7 kcal per mole

ORCA input file:
```
! RIJCOSX wB97M-V def2-TZVPD def2/J DEFGRID3
* xyz 0 1
S -0.97728 0.62015 1.60450
O 0.93902 -1.17712 -1.32618
N -1.20393 -1.15481 -0.52540
N 1.23696 1.30889 0.40451
C 0.05231 -0.83047 -0.55143
C 0.22031 0.45682 0.45097
H -1.76361 -0.75811 0.24855
H -1.58776 -2.01024 -0.91290
H 1.07829 2.14916 0.93321
H 2.00569 1.39572 -0.32583
*
```